# 1
A molecular structure, C20H28AlNO2S. Source: OMol25; level of theory: the ωB97M-V functional and the def2-TZVPD basis.

* highest occupied orbital energy (alpha / beta): -4.862 / -4.861 eV
* energy relative to the best compared isomer or geometry (same formula, charge and spin): 1.622 eV
* charge: 0

Geometry as XYZ:
```
53
Properties=species:S:1:pos:R:3:nbo_charge:R:1
O -0.211 -0.161 0.198 -0.68
C 0.926 -0.360 -0.786 -0.05
C 0.473 0.806 -1.630 -0.47
H 0.760 -1.347 -1.216 0.22
H 1.908 -0.252 -0.297 0.20
C -0.773 0.878 -0.734 0.35
H 0.264 0.576 -2.659 0.25
H 1.185 1.646 -1.566 0.21
C -2.015 0.218 -1.304 -0.64
H -1.803 -0.838 -1.520 0.23
H -2.334 0.715 -2.228 0.21
H -2.843 0.268 -0.585 0.24
C -1.006 2.248 -0.136 -0.66
H -0.055 2.719 0.134 0.22
H -1.650 2.225 0.750 0.25
H -1.497 2.881 -0.884 0.23
Al 0.041 0.192 2.105 1.84
C 1.380 2.274 3.869 -0.29
C 1.849 0.946 3.874 -0.16
C 1.937 0.471 2.505 -0.68
H 2.231 0.408 4.742 0.24
C 1.506 1.617 1.655 -0.55
C 1.190 2.711 2.545 -0.20
H 0.973 3.730 2.225 0.23
H 1.296 2.915 4.747 0.23
H 2.534 -0.375 2.141 0.27
H 1.817 1.730 0.616 0.24
C -1.418 -0.926 4.207 -0.05
C -1.447 0.381 3.411 -0.74
C -2.085 0.118 2.154 -0.72
H -1.454 1.342 3.929 0.25
C -2.248 -1.322 2.032 -0.18
C -1.822 -1.934 3.176 -0.36
H -1.886 -2.987 3.428 0.21
H -2.116 -0.927 5.074 0.17
H -2.661 0.855 1.595 0.22
H -2.713 -1.787 1.166 0.21
O 0.436 -1.226 -3.505 -0.56
C 0.028 -0.360 -4.591 -0.08
C 0.453 -0.963 -5.936 -0.43
H 0.538 0.618 -4.481 0.17
H -1.063 -0.192 -4.514 0.19
C 1.441 -2.104 -5.544 -0.43
H 0.931 -0.193 -6.552 0.22
H -0.427 -1.359 -6.453 0.21
C 1.293 -2.263 -4.018 -0.07
H 2.473 -1.820 -5.774 0.21
H 1.197 -3.042 -6.052 0.22
H 2.267 -2.169 -3.508 0.18
H 0.853 -3.242 -3.771 0.18
S 0.988 -1.063 7.330 -0.03
C 0.360 -1.112 5.899 0.23
N 0.001 -1.164 4.738 -0.48
```


# 2
A molecular structure, C3H8N4O. Source: OMol25; level of theory: the ωB97M-V functional and the def2-TZVPD basis.

* highest occupied orbital energy: -8.806 eV
* energy relative to the best compared isomer or geometry (same formula, charge and spin): 6.716 eV
* charge: 0

Geometry as XYZ:
```
16
Properties=species:S:1:pos:R:3:nbo_charge:R:1
C -0.934 1.294 -0.232 -0.45
C -0.690 -1.124 0.202 0.28
C 1.373 -0.027 0.112 0.53
H -0.960 1.826 0.844 0.21
H -1.614 1.773 -0.945 0.20
H 0.123 1.559 -0.453 0.25
H -3.415 0.383 -0.738 0.46
H -1.457 -1.914 0.155 0.22
H 3.275 0.127 -1.088 0.43
H 1.790 -0.834 -1.656 0.39
H 1.418 0.614 1.991 0.35
N -1.213 -0.084 -0.408 -0.16
N 0.565 -1.195 0.531 -0.51
N 2.211 -0.056 -1.113 -0.88
N 1.714 0.786 1.082 -0.74
O -2.574 -0.069 0.095 -0.58
```


# 3
A molecular structure, C32H57AsF7O30. Source: OMol25; level of theory: the ωB97M-V functional and the def2-TZVPD basis.

* highest occupied orbital energy: -8.734 eV
* charge: -1

Geometry as XYZ:
```
127
Properties=species:S:1:pos:R:3:lowdin_charge:R:1
As 32.551 -25.272 -6.500 0.99
F 33.582 -26.129 -7.722 -0.29
F 34.160 -24.566 -5.837 -0.31
F 31.605 -24.409 -5.235 -0.27
F 31.069 -26.010 -7.184 -0.27
F 32.804 -26.747 -5.459 -0.30
F 32.295 -23.945 -7.683 -0.27
C 29.647 -28.323 -5.336 -0.06
C 28.377 -27.719 -4.681 -0.26
O 27.912 -28.829 -3.924 0.18
C 28.432 -29.924 -4.355 -0.62
O 28.126 -31.061 -4.061 0.14
O 29.437 -29.677 -5.166 0.10
F 27.455 -27.201 -5.527 0.08
H 30.481 -27.913 -4.767 0.13
H 29.678 -28.096 -6.402 0.12
H 28.763 -26.853 -4.143 0.17
C 29.483 -22.446 -7.671 -0.01
O 30.054 -21.236 -7.161 0.02
C 29.458 -20.086 -7.169 -0.56
O 28.348 -19.811 -7.738 0.05
O 30.159 -19.288 -6.354 0.01
C 29.722 -17.958 -6.323 -0.07
H 29.608 -22.514 -8.751 0.10
H 28.428 -22.601 -7.444 0.08
H 29.946 -23.181 -7.012 0.08
H 28.990 -17.810 -5.529 0.10
H 29.491 -17.625 -7.335 0.10
H 30.457 -17.200 -6.054 0.08
C 41.140 -25.295 -7.567 -0.04
O 40.122 -25.630 -6.552 -0.02
C 38.961 -26.202 -7.080 -0.48
O 38.850 -26.555 -8.283 0.08
O 38.030 -26.252 -6.086 -0.05
C 36.769 -26.785 -6.408 -0.04
H 40.723 -24.642 -8.334 0.07
H 41.642 -26.094 -8.112 0.09
H 41.991 -24.760 -7.146 0.09
H 36.217 -26.044 -6.986 0.07
H 36.269 -27.037 -5.473 0.09
H 36.951 -27.663 -7.027 0.10
C 36.249 -23.350 -7.828 -0.05
O 36.503 -22.489 -8.913 0.00
C 37.736 -21.924 -9.104 -0.58
O 37.986 -21.024 -9.877 0.12
O 38.635 -22.378 -8.271 -0.01
C 40.027 -21.959 -8.327 -0.02
H 35.177 -23.515 -7.935 0.09
H 36.418 -22.914 -6.843 0.09
H 36.913 -24.210 -7.920 0.08
H 40.503 -22.211 -7.379 0.09
H 40.135 -20.876 -8.381 0.09
H 40.571 -22.395 -9.165 0.10
C 28.320 -26.102 -8.404 -0.04
O 27.675 -25.144 -7.579 -0.02
C 26.345 -24.995 -7.596 -0.47
O 25.540 -25.709 -8.237 0.08
O 26.026 -23.891 -6.749 -0.05
C 24.642 -23.542 -6.598 -0.06
H 28.615 -27.014 -7.886 0.07
H 29.266 -25.659 -8.716 0.07
H 27.729 -26.452 -9.251 0.10
H 23.900 -23.973 -7.269 0.09
H 24.663 -22.453 -6.643 0.09
H 24.365 -23.847 -5.589 0.09
C 30.893 -19.557 -2.233 -0.03
O 31.778 -20.139 -3.169 -0.02
C 32.424 -19.392 -4.033 -0.54
O 32.184 -18.192 -4.227 0.09
O 33.153 -20.192 -4.896 -0.01
C 33.240 -21.648 -4.801 -0.02
H 30.478 -20.413 -1.703 0.09
H 30.144 -18.999 -2.795 0.10
H 31.297 -18.899 -1.463 0.10
H 33.980 -21.986 -4.076 0.07
H 33.574 -22.229 -5.661 0.07
H 32.307 -21.984 -4.348 0.08
C 31.827 -22.178 1.926 -0.04
O 32.277 -22.840 0.766 0.02
C 31.493 -23.191 -0.207 -0.60
O 30.312 -22.951 -0.362 0.11
O 32.350 -23.874 -1.032 -0.05
C 31.787 -24.854 -2.043 0.03
H 32.336 -22.461 2.848 0.10
H 30.776 -22.367 2.149 0.09
H 31.862 -21.093 1.831 0.09
H 32.485 -24.785 -2.877 0.06
H 30.803 -24.509 -2.360 0.08
H 31.753 -25.731 -1.397 0.10
C 35.377 -31.480 -11.909 -0.04
O 34.988 -30.115 -11.766 0.01
C 34.126 -29.739 -10.847 -0.62
O 33.205 -30.402 -10.339 0.08
O 34.125 -28.445 -10.914 0.02
C 33.173 -27.721 -10.106 -0.01
H 34.573 -32.203 -11.771 0.09
H 36.068 -31.714 -11.100 0.09
H 35.882 -31.592 -12.868 0.09
H 33.505 -27.836 -9.075 0.08
H 32.166 -28.125 -10.206 0.10
H 33.097 -26.654 -10.312 0.06
C 37.246 -24.152 -3.766 -0.01
C 36.084 -24.222 -2.771 -0.34
C 35.330 -25.576 -2.608 -0.07
O 35.241 -25.661 -1.173 0.05
C 35.946 -24.582 -0.597 -0.45
O 36.056 -24.336 0.613 0.11
O 36.615 -23.882 -1.535 0.10
H 38.096 -24.752 -3.444 0.10
H 37.469 -23.104 -3.970 0.09
H 36.985 -24.566 -4.740 0.05
H 35.346 -23.536 -3.187 0.13
H 35.873 -26.308 -3.206 0.12
H 34.348 -25.525 -3.079 0.09
C 31.543 -24.400 -10.677 0.01
C 30.512 -24.656 -11.861 -0.28
C 30.327 -23.445 -12.772 -0.14
O 30.534 -24.014 -13.984 0.09
C 30.668 -25.329 -13.969 -0.58
O 30.702 -26.027 -14.958 0.14
O 30.689 -25.743 -12.732 0.13
H 31.677 -23.341 -10.458 0.08
H 32.481 -24.860 -10.988 0.07
H 31.111 -24.970 -9.854 0.05
H 29.505 -24.696 -11.446 0.14
H 31.010 -22.620 -12.566 0.13
H 29.322 -23.048 -12.631 0.13
```


# 4
A molecular structure, C7H18N2. Source: OMol25; level of theory: the ωB97M-V functional and the def2-TZVPD basis.

* highest occupied orbital energy: -7.618 eV
* energy relative to the best compared isomer or geometry (same formula, charge and spin): 3.345 eV
* charge: 0

Geometry as XYZ:
```
27
Properties=species:S:1:pos:R:3:nbo_charge:R:1
C -2.230 0.570 0.918 0.13
C -2.710 0.750 -0.485 -0.72
N -0.702 2.540 1.520 -1.13
N -1.679 -0.598 1.170 -0.73
H -1.602 1.707 1.517 0.34
H -1.358 -0.807 2.104 0.39
H -0.872 3.229 0.791 0.34
H 0.172 2.080 1.275 0.33
H -1.376 -1.246 0.440 0.38
H -2.562 1.784 -0.793 0.24
H -2.213 0.096 -1.215 0.19
H -3.784 0.550 -0.510 0.25
C 2.161 -1.293 -0.015 -0.44
C 1.005 0.368 -1.578 -0.66
C 2.154 -0.343 1.188 -0.60
C 1.062 -1.021 -1.011 0.06
C 0.199 -1.966 -1.373 -0.46
H 3.123 -1.201 -0.530 0.21
H 2.083 -2.325 0.335 0.21
H 1.995 0.689 -1.907 0.22
H 0.327 0.423 -2.428 0.22
H 0.666 1.079 -0.821 0.23
H 2.367 0.681 0.886 0.21
H 1.187 -0.352 1.688 0.20
H 2.913 -0.643 1.909 0.22
H 0.231 -2.960 -0.949 0.20
H -0.557 -1.789 -2.126 0.20
```


In the order shown, the computed molecular weight values come out to 373.50, 116.12, 1129.69, 130.24 Da.
In the order shown, the computed largest force on an atom values come out to 3.6, 6.0, 4.7, 2.5 eV/Å.